No. 1
Here is C20H13AsN2O10STa as an isolated structure from OMol25. Energies are from ωB97M-V/def2-TZVPD.

The geometry in XYZ format:
```
48
Properties=species:S:1:pos:R:3:forces:R:3:lowdin_charge:R:1
Ta 1.134 -0.140 0.095 0.07 -0.56 0.17 1.902
O 1.238 -1.184 1.619 0.00 0.13 -0.13 -0.268
As 4.259 0.823 1.061 0.67 0.14 0.08 1.052
O 5.821 0.530 0.946 -0.14 -0.03 -0.03 -0.337
O 3.149 -0.031 0.099 -0.61 -0.17 -0.14 -0.517
C 3.377 1.222 2.709 -0.16 0.14 -0.01 -0.263
C 3.566 0.634 3.944 -0.02 0.04 -0.04 -0.038
C 2.804 1.102 5.011 -0.02 0.01 0.04 -0.024
C 1.884 2.130 4.846 0.00 -0.02 0.05 -0.020
C 1.694 2.732 3.607 0.05 -0.04 -0.08 -0.004
C 2.454 2.259 2.555 0.10 -0.17 0.11 -0.291
S 2.355 2.866 0.914 -0.12 -0.06 -0.05 0.662
O 2.019 4.229 0.812 -0.10 -0.02 -0.10 -0.162
O 3.761 2.532 0.414 -0.11 -0.05 -0.07 -0.318
O 1.417 1.925 0.210 0.26 0.71 0.15 -0.446
H 1.309 -1.986 2.139 -0.06 -0.10 0.00 0.088
H 4.299 -0.149 4.083 0.00 -0.01 0.01 0.129
H 2.944 0.666 5.991 0.00 0.00 0.00 0.124
H 1.316 2.482 5.696 0.01 -0.01 0.01 0.125
H 1.000 3.550 3.471 -0.01 0.00 0.00 0.136
N -6.073 1.591 1.361 -0.01 0.00 0.01 0.183
C -4.956 1.365 1.219 0.12 -0.03 -0.02 -0.164
C -3.554 1.081 1.035 -0.13 0.04 0.01 -0.213
C -3.002 -0.071 1.583 -0.01 -0.04 0.04 -0.015
C -1.655 -0.336 1.403 0.04 0.00 0.00 -0.097
C -0.830 0.533 0.674 -0.05 0.12 0.03 -0.272
C -1.413 1.693 0.140 -0.01 -0.06 0.02 -0.093
C -2.758 1.965 0.312 0.01 0.04 -0.02 -0.012
H -3.626 -0.749 2.150 0.00 0.00 0.00 0.128
H -1.246 -1.236 1.843 -0.02 -0.01 0.00 0.094
H -0.818 2.396 -0.427 0.01 0.00 -0.01 0.100
H -3.197 2.861 -0.107 0.00 0.00 0.00 0.128
O 0.440 -1.793 -0.935 -0.02 0.15 -0.13 -0.074
C 0.206 -1.094 -1.999 0.27 0.14 -0.06 -0.485
O 0.677 0.104 -1.938 0.03 -0.21 0.19 -0.068
C -0.530 -1.594 -3.133 -0.06 -0.09 -0.02 -0.118
C -0.752 -0.766 -4.237 -0.02 -0.04 -0.02 0.032
C -1.467 -1.251 -5.317 0.01 0.01 0.00 -0.015
C -1.958 -2.551 -5.296 -0.01 0.01 -0.03 0.049
C -1.724 -3.346 -4.188 -0.02 -0.04 -0.01 -0.105
C -1.017 -2.900 -3.097 0.03 0.02 0.03 0.094
N -2.256 -4.729 -4.167 -0.05 -0.03 0.00 -0.346
O -2.865 -5.099 -5.144 0.04 0.03 0.03 0.109
O -2.045 -5.383 -3.168 0.01 0.03 -0.04 0.100
H -0.364 0.243 -4.238 0.01 0.00 0.01 0.132
H -1.644 -0.623 -6.178 0.00 0.00 0.00 0.123
H -2.519 -2.958 -6.126 0.00 0.00 0.00 0.134
H -0.852 -3.548 -2.248 0.00 0.00 0.00 0.140
```
Forces are in eV/Å.

Results
Electronic energy in eV: -117624.686
Net charge: +1
Highest occupied orbital energy in eV: -12.62
Energy above the lowest of the compared OMol25 structures with the same formula, charge and spin in eV: 1.632
Orbital gap in hartree: 0.292
Spin multiplicity: 1

***

No. 2
Here is a 9-piece molecular cluster, C26H36FNO27P overall at a distorted geometry from OMol25. Energies are from ωB97M-V/def2-TZVPD.

The geometry in XYZ format:
```
92
Properties=species:S:1:pos:R:3:forces:R:3:lowdin_charge:R:1
O -3.064 0.589 0.678 2.35 -3.09 -0.71 -0.569
P -1.982 -0.504 0.267 -2.29 4.37 0.63 0.809
C -0.440 -0.486 1.440 0.49 -1.05 0.45 -0.309
N 0.217 0.864 1.256 0.30 -3.22 -2.45 -0.078
F -0.342 1.816 2.041 -0.21 0.84 1.02 -0.080
C -0.786 -0.887 2.991 -0.47 -3.47 6.29 -0.436
O -1.609 -0.228 3.820 3.39 -2.03 -4.73 -0.166
O -0.145 -2.124 3.548 -2.57 6.01 -3.90 -0.318
H -2.538 -1.831 0.083 0.59 0.77 0.38 0.022
H -1.484 -0.105 -1.057 -0.59 -0.11 1.68 0.028
H 0.290 -1.330 1.029 -1.39 2.00 1.00 0.136
H 1.256 0.815 1.350 -1.44 0.34 0.90 0.083
C -5.491 0.507 3.503 0.83 0.42 -1.21 -0.127
C -4.989 0.979 4.828 1.32 0.56 -0.05 -0.131
O -6.049 0.662 5.710 -1.19 -0.91 0.01 0.042
C -6.757 -0.351 5.130 -1.10 -0.86 0.44 -0.530
O -7.636 -0.985 5.690 1.58 1.05 -0.84 0.101
O -6.353 -0.562 3.844 -0.79 -0.20 1.48 0.064
H -4.684 0.161 2.851 -0.12 0.02 0.03 0.124
H -6.069 1.274 2.977 0.00 -0.07 0.05 0.134
H -4.089 0.444 5.150 -0.02 0.06 -0.17 0.129
H -4.785 2.054 4.837 -0.13 -0.20 0.14 0.136
C 1.598 -0.386 -3.476 0.55 0.77 -0.32 -0.127
C 1.828 -1.840 -3.735 0.90 0.79 -0.78 -0.154
O 1.179 -2.471 -2.648 -1.05 0.43 0.88 0.082
C 0.233 -1.600 -2.190 -0.86 -0.12 0.72 -0.491
O -0.625 -1.882 -1.371 2.29 -0.78 -1.96 -0.024
O 0.371 -0.372 -2.771 -1.07 -1.31 0.88 0.064
H 1.521 0.194 -4.400 -0.08 -0.17 0.40 0.113
H 2.375 0.054 -2.843 -0.95 -0.29 -0.17 0.102
H 1.364 -2.177 -4.668 0.05 0.14 0.15 0.132
H 2.891 -2.096 -3.754 -0.78 0.45 0.19 0.096
C 1.494 -6.892 -4.994 -0.12 -1.13 0.12 -0.141
C 0.525 -5.908 -5.567 -0.98 -0.18 -0.54 -0.134
O 0.950 -4.676 -5.017 1.05 0.04 0.34 0.069
C 2.269 -4.819 -4.694 1.43 1.82 0.73 -0.476
O 2.998 -3.903 -4.354 -1.11 -3.54 -1.23 0.112
O 2.665 -6.121 -4.801 -0.05 0.91 0.03 0.068
H 1.687 -7.728 -5.672 0.15 0.17 0.14 0.135
H 1.166 -7.287 -4.027 0.02 0.06 -0.08 0.138
H 0.586 -5.849 -6.659 0.01 0.00 0.09 0.136
H -0.507 -6.126 -5.280 0.17 0.23 0.00 0.140
C 1.916 3.736 4.555 -0.69 0.27 0.76 -0.133
C 3.316 4.153 4.240 0.56 0.79 0.42 -0.146
O 3.815 3.068 3.482 -0.47 -0.60 -0.44 0.065
C 2.736 2.435 2.936 -0.32 -1.63 -1.41 -0.485
O 2.806 1.560 2.089 0.36 2.06 1.84 0.126
O 1.568 2.909 3.461 1.13 -0.27 -0.53 0.055
H 1.235 4.589 4.629 -0.02 -0.25 -0.12 0.137
H 1.852 3.149 5.477 0.00 0.03 -0.10 0.142
H 3.355 5.060 3.628 0.00 -0.06 0.02 0.131
H 3.917 4.306 5.140 0.04 -0.13 -0.23 0.134
C -0.104 3.664 -6.701 -0.30 0.93 -0.24 -0.133
C 0.809 3.436 -5.540 0.14 0.77 0.56 -0.136
O 0.678 2.050 -5.290 -0.54 -0.86 -1.20 0.050
C 0.261 1.474 -6.455 -0.01 -2.11 -0.09 -0.512
O 0.209 0.271 -6.649 0.12 2.42 0.33 0.125
O -0.088 2.420 -7.375 0.22 -0.98 0.29 0.058
H 0.248 4.465 -7.356 -0.09 -0.25 -0.03 0.135
H -1.130 3.884 -6.389 0.07 -0.04 -0.01 0.137
H 1.854 3.655 -5.781 -0.07 -0.01 0.03 0.143
H 0.517 4.018 -4.661 0.13 -0.69 -0.69 0.087
C 0.349 5.529 -0.307 0.02 0.32 1.12 -0.133
C -0.782 4.715 -0.845 -0.90 -0.74 0.96 -0.121
O -0.663 4.876 -2.246 1.27 0.51 -0.86 0.072
C 0.639 5.202 -2.498 0.57 0.10 -1.15 -0.483
O 1.134 5.248 -3.612 -0.69 0.80 2.79 0.100
O 1.314 5.469 -1.342 -0.24 -0.23 -1.30 0.072
H 0.752 5.119 0.623 0.06 0.02 -0.26 0.136
H 0.071 6.576 -0.144 0.04 -0.04 -0.05 0.132
H -0.685 3.651 -0.602 -0.03 0.10 0.01 0.144
H -1.755 5.071 -0.495 0.13 -0.10 -0.25 0.142
C 6.683 -1.326 -1.811 0.71 -0.27 0.85 -0.138
C 6.391 -2.087 -3.063 0.53 -0.94 -0.40 -0.133
O 5.122 -1.599 -3.453 -0.24 0.98 0.36 0.054
C 4.984 -0.361 -2.894 -1.49 1.53 -0.44 -0.476
O 4.083 0.418 -3.159 3.16 -1.44 0.40 0.120
O 5.985 -0.109 -2.001 -0.78 0.06 -0.70 0.075
H 7.752 -1.142 -1.675 -0.23 0.15 0.01 0.136
H 6.291 -1.823 -0.918 0.01 0.05 -0.09 0.141
H 7.112 -1.874 -3.860 -0.06 0.01 0.05 0.135
H 6.357 -3.167 -2.895 -0.19 0.19 -0.14 0.141
C -5.075 -2.204 7.888 -0.34 1.14 -0.53 -0.141
C -5.736 -3.498 7.540 -0.96 -0.07 -0.74 -0.140
O -4.793 -4.468 7.957 0.78 0.19 0.79 0.061
C -4.020 -3.882 8.918 1.59 -1.10 1.26 -0.517
O -3.218 -4.480 9.615 -1.75 1.25 -1.43 0.121
O -4.263 -2.541 8.997 0.31 -1.10 0.28 0.062
H -5.796 -1.427 8.156 0.22 -0.11 0.05 0.136
H -4.435 -1.832 7.081 -0.04 -0.06 0.06 0.141
H -6.669 -3.653 8.092 0.07 0.03 -0.04 0.135
H -5.937 -3.588 6.469 0.10 -0.11 0.22 0.138
```
Forces are in eV/Å.

Results
Electronic energy in eV: -96320.686
Net charge: -1
Highest occupied orbital energy in eV: -4.07
Orbital gap in hartree: 0.219
Spin multiplicity: 1

***

No. 3
Here is C29H34AsN4NaO2S3 as an isolated structure at a distorted geometry from OMol25. Energies are from ωB97M-V/def2-TZVPD.

The geometry in XYZ format:
```
74
Properties=species:S:1:pos:R:3:forces:R:3:lowdin_charge:R:1
Na -0.050 0.402 0.278 -0.33 0.36 -0.70 0.026
C 2.757 5.771 0.562 -0.06 0.02 -0.06 -0.079
O 4.166 5.604 0.568 0.05 0.02 0.01 -0.093
C 4.655 4.626 1.381 -0.03 0.03 -0.04 -0.288
C 3.882 3.942 2.314 0.00 0.01 0.01 0.001
C 4.447 2.925 3.067 -0.09 -0.04 -0.09 -0.017
C 5.777 2.570 2.885 0.16 -0.19 0.11 -0.304
C 6.560 3.308 2.006 -0.02 0.04 -0.02 -0.055
C 6.006 4.322 1.245 -0.01 -0.04 0.05 -0.015
N 6.435 1.535 3.645 -0.11 0.03 -0.13 0.035
N 5.891 0.427 3.846 0.15 -0.01 0.15 0.038
C 4.674 0.039 3.237 -0.05 0.08 -0.07 -0.293
C 3.715 -0.449 4.106 0.05 -0.09 0.13 -0.071
C 2.379 -0.621 3.764 0.06 -0.07 -0.14 -0.029
C 1.938 -0.351 2.449 -0.03 0.27 -0.33 -0.378
O 0.748 -0.403 2.040 0.21 -0.62 1.04 -0.118
C 2.988 0.029 1.482 -0.19 0.08 0.00 -0.131
N 2.540 0.226 0.221 0.09 -0.02 0.02 0.140
C 3.397 0.548 -0.715 0.05 0.01 0.01 -0.110
C 4.776 0.672 -0.458 -0.01 0.00 -0.07 -0.052
C 5.239 0.505 0.818 -0.02 0.05 0.10 -0.027
C 4.331 0.206 1.859 -0.03 0.02 -0.06 -0.127
H 2.542 6.494 -0.221 -0.02 -0.01 0.00 0.089
H 2.399 6.158 1.521 0.00 0.00 -0.01 0.090
H 2.245 4.834 0.340 -0.06 0.00 -0.03 0.094
H 2.829 4.154 2.434 0.03 0.01 0.00 0.109
H 3.816 2.372 3.750 0.05 -0.01 0.02 0.120
H 7.609 3.052 1.906 0.00 -0.01 -0.01 0.104
H 6.596 4.871 0.523 0.00 0.02 0.00 0.110
H 4.039 -0.622 5.128 -0.04 0.01 0.01 0.100
H 1.649 -0.951 4.491 0.01 0.00 0.02 0.096
H 2.989 0.709 -1.708 -0.01 -0.01 0.01 0.103
H 5.455 0.905 -1.269 0.00 0.01 0.01 0.095
H 6.295 0.607 1.035 0.01 -0.01 0.02 0.107
C 1.030 1.846 -3.887 0.07 0.04 -0.10 -0.194
C 0.133 1.679 -2.674 -0.04 -0.22 -0.01 -0.836
S -0.451 0.017 -2.434 0.03 0.07 0.10 0.427
C -0.140 2.770 -1.926 -0.13 0.10 0.17 -0.825
C 0.417 4.108 -2.373 0.08 0.07 0.00 -0.195
S -1.098 2.862 -0.423 0.19 -0.10 -0.19 0.421
H 1.150 0.890 -4.392 -0.01 -0.01 0.00 0.027
H 2.029 2.211 -3.610 0.00 0.03 0.00 0.055
H 0.627 2.567 -4.610 -0.01 -0.01 0.01 0.055
H 0.145 4.347 -3.408 -0.02 0.00 0.00 0.055
H 1.513 4.133 -2.331 0.06 0.00 0.01 0.058
H 0.038 4.901 -1.730 0.00 0.00 0.00 0.023
N 0.613 -2.617 -0.235 0.05 0.09 0.04 0.140
C 0.136 -3.890 -0.126 -0.08 0.07 0.00 -0.331
C 0.274 -4.615 1.069 0.00 -0.02 0.01 -0.043
C -0.175 -5.919 1.160 0.01 -0.02 0.05 -0.128
C -0.774 -6.553 0.078 0.00 -0.01 0.00 -0.150
C -0.918 -5.837 -1.106 -0.02 0.00 -0.06 -0.126
C -0.478 -4.532 -1.213 0.02 -0.02 -0.01 -0.041
H 0.748 -2.093 0.621 0.02 -0.02 0.00 0.060
H 0.295 -2.041 -1.009 0.07 -0.01 -0.02 0.003
H 0.732 -4.133 1.925 0.00 0.03 -0.01 0.107
H -0.059 -6.447 2.101 -0.01 -0.01 -0.01 0.088
H -1.132 -7.572 0.157 0.01 -0.01 0.00 0.076
H -1.394 -6.300 -1.964 0.00 -0.01 0.01 0.088
H -0.616 -3.978 -2.135 0.01 0.02 0.00 0.109
C -3.965 1.620 1.153 -0.10 -0.05 0.02 -0.284
As -4.107 0.007 0.108 0.28 -0.06 0.10 0.596
C -3.870 0.565 -1.715 -0.07 0.01 0.08 -0.285
C -5.995 -0.438 0.215 -0.02 -0.02 -0.02 -0.296
S -2.933 -1.565 0.826 -0.11 0.13 -0.08 0.029
H -4.799 2.284 0.922 0.00 0.01 0.01 0.028
H -3.026 2.099 0.874 -0.02 -0.02 0.01 -0.081
H -3.965 1.343 2.205 -0.02 0.01 0.01 0.028
H -4.725 1.193 -1.977 0.04 0.01 -0.07 0.028
H -3.806 -0.314 -2.354 -0.01 0.01 0.00 0.027
H -2.929 1.115 -1.776 -0.01 -0.02 0.00 -0.042
H -6.604 0.419 -0.072 -0.01 0.00 0.00 0.019
H -6.220 -0.742 1.236 0.00 0.01 0.00 0.019
H -6.186 -1.274 -0.457 -0.01 -0.01 0.01 0.022
```
Forces are in eV/Å.

Results
Electronic energy in eV: -138442.901
Net charge: -2
Highest occupied orbital energy in eV: -0.37
Energy above the lowest of the compared OMol25 structures with the same formula, charge and spin in eV: 0.064
Orbital gap in hartree: 0.156
Spin multiplicity: 1